Entry 1:
# C24H27N6OZr

C24H27N6OZr as an isolated structure in a non-equilibrium geometry (ωB97M-V/def2-TZVPD, OMol25).

Geometry as XYZ:
```
59
Properties=species:S:1:pos:R:3:forces:R:3
H 3.691800 2.381547 6.288677 -0.018 -0.003 -0.017
H -5.669358 -2.053792 4.084998 0.014 -0.006 -0.027
H 4.338494 -0.430612 1.576397 0.011 -0.019 -0.062
C -2.700112 1.402953 -1.110521 -0.389 -0.237 -0.102
H 2.211804 0.163371 -2.113910 0.043 -0.008 -0.032
N 2.523482 0.480545 1.057693 -0.363 0.014 -0.077
H -2.152223 -2.794092 4.843178 0.014 0.029 -0.026
H 0.560197 4.912144 2.860826 0.015 -0.008 0.035
C 0.759503 0.853283 2.785397 -0.431 -0.376 -0.376
H 0.430782 4.945722 -1.794331 -0.007 0.065 0.055
C 0.316483 4.013158 -1.251017 0.022 0.140 -0.174
C 2.728878 2.080233 4.391490 0.068 0.073 0.164
C 3.034103 1.625110 3.118427 0.027 0.019 0.028
C 1.410075 1.923404 4.841330 -0.022 0.027 0.027
N -2.224926 0.436498 -0.281444 -0.251 0.014 -0.085
C -3.739970 1.648284 0.811919 -0.023 -0.157 0.220
H -4.578565 -3.017499 5.083361 0.023 0.004 -0.022
C 2.565166 0.139110 -1.094049 -0.247 0.041 -0.038
H -4.722258 -0.801579 2.066489 0.026 0.009 0.016
C 0.535531 6.535169 0.195027 -0.109 -0.344 0.211
H -2.404626 1.405309 -2.151762 0.044 0.056 -0.012
H 4.039905 1.742631 2.730732 -0.035 0.001 0.016
N 1.820190 0.692622 -0.104171 0.295 -0.145 -0.015
C -4.762706 -2.657428 4.073016 0.113 0.105 -0.013
H -4.947440 -3.526511 3.438367 0.007 0.011 0.001
H -0.569221 1.237243 4.422438 -0.006 -0.015 -0.019
H 1.264594 3.474626 -1.342686 0.027 -0.053 0.002
H 1.142795 2.263592 5.835251 0.028 -0.003 -0.028
C -3.665736 2.167452 -0.468555 -0.050 0.045 -0.038
C -1.364176 -0.477430 2.522722 0.590 0.186 -0.054
N -0.261857 0.260364 1.955758 -0.352 0.200 0.045
C -0.023315 4.164209 0.192193 -0.054 -0.219 0.265
H -4.265632 2.962644 -0.882171 0.021 -0.042 0.007
C 3.713617 -0.414900 -0.584841 0.136 -0.004 0.106
Zr -0.260714 1.161426 0.218865 0.515 -0.063 1.039
N 0.062077 5.271985 0.839844 -0.003 0.419 0.244
C -1.196777 -1.402519 3.538020 -0.024 -0.148 0.155
C -2.645754 -0.278022 2.029036 -0.338 0.294 -0.517
H -0.179183 6.854118 -0.558907 0.007 0.040 -0.030
H 3.612348 3.818981 5.280925 0.005 -0.013 0.012
H 1.522512 6.382799 -0.232492 0.005 0.032 -0.047
C 2.071353 1.003042 2.329392 0.359 -0.124 -0.344
O -0.397143 3.073846 0.836271 0.219 0.507 -0.504
N -2.850074 0.643473 0.922430 0.081 -0.134 -0.045
C 3.653022 -0.171984 0.782937 0.134 -0.089 0.155
C -2.298701 -2.076638 4.044452 0.058 -0.042 0.029
C 3.764926 2.737804 5.261544 -0.064 -0.063 -0.092
H 4.492342 -0.929590 -1.122969 -0.010 0.024 0.032
H 4.773936 2.544789 4.902467 -0.017 0.012 -0.007
C 0.441150 1.345734 4.050020 0.039 0.120 0.140
C -3.746262 -0.959070 2.511775 -0.026 -0.095 0.085
H 0.598757 7.288122 0.971230 0.021 0.051 -0.030
H -0.440546 6.351869 2.556474 -0.025 0.004 0.054
C -3.587817 -1.874797 3.548429 -0.138 -0.113 0.082
H -4.371823 1.907926 1.649125 0.016 0.021 -0.043
C -0.272848 5.315548 2.288676 0.079 0.038 -0.348
H -0.209765 -1.594708 3.940507 -0.016 0.017 -0.011
H -0.482970 3.460291 -1.751864 -0.016 -0.062 -0.017
H -1.169021 4.734793 2.474182 -0.028 -0.036 0.025
```
Positions in Å, forces in eV/Å.

The calculation puts the frontier orbital gap at 6.80 eV. The energy above the lowest of the compared OMol25 structures with the same formula, charge and spin comes out at 13.3 kcal per mole. The total charge is +3. The multiplicity is 1. The value obtained for the LUMO energy is -0.366 hartree.

***

Entry 2:
# C3H3CuO3

C3H3CuO3 as an isolated structure in a non-equilibrium geometry (ωB97M-V/def2-TZVPD, OMol25).

Geometry as XYZ:
```
10
Properties=species:S:1:pos:R:3:forces:R:3
O -1.453401 -1.772626 -0.270649 -1.155 -0.335 0.367
Cu -2.918674 -2.172614 1.418161 1.652 0.917 -1.186
C 1.555373 0.246272 -0.408574 -1.392 -3.677 4.358
O -0.854391 0.305486 -0.539634 0.629 0.533 -1.042
C 0.293505 1.062149 -0.227180 -0.531 0.490 -1.148
H 0.336352 1.938842 -0.890435 -0.348 -0.066 0.356
H 0.233200 1.371491 0.832281 0.440 -0.012 -0.218
H 2.456488 0.746705 0.006334 0.395 -0.017 -1.268
C -1.072203 -0.736444 0.303045 -1.057 -1.041 1.540
O 1.423750 -0.989260 -0.223348 1.366 3.207 -1.759
```
Positions in Å, forces in eV/Å.

The calculation puts the frontier orbital gap (spin up / spin down) at 5.31 / 5.30 eV. The energy above the lowest of the compared OMol25 structures with the same formula, charge and spin comes out at 22.0 kcal per mole. The multiplicity is 1. The value obtained for the LUMO energy (spin up / spin down) is -0.065 / -0.065 hartree.

***

Entry 3:
# C22H56BIO8P

A 5-piece molecular cluster, C22H56BIO8P overall in a non-equilibrium geometry (ωB97M-V/def2-TZVPD, OMol25).

Geometry as XYZ:
```
89
Properties=species:S:1:pos:R:3:forces:R:3
H 2.317183 -2.882424 5.446753 0.029 -0.036 -0.012
H 2.122272 8.849930 -1.152391 0.043 0.013 -0.010
H 4.035380 -6.023333 0.661878 -0.013 -0.020 0.061
H 3.516215 -7.720953 0.625417 -0.006 0.008 0.019
C -1.372412 -0.762723 2.703899 1.673 0.646 -0.372
C 3.248930 -6.704255 0.332508 -0.003 0.024 -0.175
H 2.554870 -4.927686 4.006675 0.052 0.043 -0.028
H -0.694840 6.318390 -1.480654 0.091 -0.103 0.055
H 0.710440 2.869447 1.403924 -0.178 0.020 -0.150
C 1.914587 -6.312378 0.945289 0.034 -0.014 0.012
C -6.158929 1.345837 1.569395 -0.941 0.701 -0.181
H -1.909223 -1.689426 2.926372 -0.252 0.148 -0.017
O -0.824611 2.120184 -6.891897 -0.027 0.094 -0.200
H 2.213286 0.637333 -6.920538 -0.005 0.022 0.001
O -0.532122 -0.042260 0.482362 -0.752 -0.243 1.673
H -0.609054 -5.199013 -0.754663 -0.001 0.096 -0.017
O -2.171579 0.352843 2.370413 0.718 -0.853 -0.068
H 0.828849 -2.483222 4.609020 -0.135 -0.038 0.173
C 2.560957 6.743744 -1.470558 0.008 -0.006 0.026
H 3.217638 -6.669820 -0.758016 0.005 -0.050 0.011
H 2.386042 -4.623027 -1.122955 -0.013 -0.051 -0.032
H -6.751741 0.489718 1.237201 0.209 -0.055 -0.029
H 2.773921 6.863286 -2.539652 0.020 0.082 -0.011
H -1.425600 4.055996 1.282236 -0.074 -0.067 0.093
H 1.064348 2.793964 -6.919613 -0.095 0.043 -0.026
O 0.652831 -4.042086 5.881596 -0.142 0.086 0.108
H -2.386050 0.244803 -0.851646 0.051 -0.266 0.045
C 0.319413 -5.247278 -1.324810 0.062 -0.240 0.012
C 1.139625 0.661570 -7.112868 -0.103 -0.144 0.039
H -2.893680 2.713591 -0.005039 -0.046 -0.352 -0.182
C 1.275575 -5.166211 6.465880 -0.025 -0.012 0.039
H 0.157801 -4.788594 -2.300557 -0.009 0.037 0.024
H -0.853633 0.565079 -4.541706 -0.059 -0.036 0.067
H -1.965229 1.923795 -4.469227 -0.042 -0.024 0.023
C 2.514831 -4.825302 7.276680 0.135 0.061 -0.103
H 1.110365 -6.957803 0.574073 0.034 -0.042 -0.050
H -0.717608 -0.498997 3.547292 -0.523 -0.074 0.329
H 1.504904 -5.918039 5.701835 0.078 -0.010 0.008
H 2.326573 -3.500702 2.996204 -0.070 -0.014 -0.050
H 0.712361 -0.855099 1.862289 -0.205 0.065 0.266
C 1.435200 -4.529871 -0.585741 -0.139 0.128 -0.145
I -0.531049 2.546278 -1.262293 -0.396 0.218 -0.060
H 0.331475 6.232591 -3.777311 -0.080 -0.029 0.038
C 1.442352 -3.317645 4.949882 0.028 0.051 -0.215
O 1.583142 -4.951917 0.758936 0.043 0.024 0.095
C 0.194281 7.167930 -3.233083 0.196 0.094 -0.045
H -2.702877 1.410871 -6.832529 0.063 0.094 -0.070
C 1.848314 -4.136274 3.739986 0.160 -0.164 0.215
H -2.232737 2.970090 2.382387 0.029 -0.379 -0.033
C -1.483210 2.998391 1.587220 0.359 0.522 -0.879
O 1.289947 6.161868 -1.281013 0.086 -0.101 0.109
H -1.483000 0.154357 -6.935058 0.028 -0.015 0.014
O -4.922970 -0.808306 0.276928 -0.170 1.453 0.579
H -0.746374 7.623333 -3.545965 -0.010 -0.024 0.013
H -4.682138 -1.415515 0.971113 0.399 -0.751 -0.037
H 2.296031 -4.034521 7.995707 -0.043 -0.038 0.026
C 2.747128 8.059261 -0.732048 -0.109 0.136 -0.068
C 0.529214 1.925780 -6.531480 0.089 0.041 0.053
H 0.101352 7.853957 -1.178414 0.020 0.055 -0.048
B -4.215058 0.398171 0.584654 -0.506 0.377 -0.193
H 2.868566 -5.705565 7.816252 -0.023 -0.001 0.005
H -0.333401 -1.998109 1.077665 -0.411 -0.138 0.332
H -5.953716 1.245752 2.641688 0.233 -0.091 -0.107
H 1.960687 -6.458934 2.025223 -0.046 0.090 0.015
H -2.585391 0.274689 -4.666136 -0.002 0.013 0.009
O -4.991774 1.561564 0.807139 0.533 -1.235 0.143
H -2.446985 -1.120012 0.733600 -0.117 -0.297 -0.275
C -1.785863 0.960782 -4.947319 0.182 -0.001 -0.059
C -0.090173 2.626544 2.102340 -0.076 -0.060 0.745
H 1.201720 -3.465802 -0.541720 0.037 -0.010 0.155
P -2.259735 0.313638 0.608252 -1.240 0.207 -2.021
H -0.000991 1.571521 2.356811 -0.111 0.047 -0.141
H 1.003439 7.842815 -3.523232 -0.047 0.034 -0.013
H 0.642240 1.948060 -5.442553 0.016 -0.067 0.008
C -1.723080 1.111775 -6.456927 -0.148 -0.067 0.172
H 0.977319 -4.609316 3.288030 -0.024 0.122 -0.071
H 2.477561 7.948422 0.319202 0.046 -0.049 0.004
C 0.182870 6.912533 -1.735504 -0.153 -0.035 -0.046
H 3.329692 -4.476874 6.639640 0.013 -0.044 0.016
C -0.326379 -0.993040 1.522000 0.623 0.312 -0.693
C -2.001332 2.205574 0.357585 1.191 0.147 1.261
H 3.786095 8.387331 -0.797838 0.002 -0.021 0.007
H -6.791191 2.235764 1.454413 0.065 -0.097 0.048
H 0.554507 -6.302051 -1.487780 -0.001 0.021 -0.059
H 0.703471 -0.235888 -6.670864 0.053 0.005 0.027
H 0.526398 -5.608135 7.124746 -0.068 0.061 -0.039
H 3.276417 6.014342 -1.088687 -0.083 -0.074 0.005
H 0.972288 0.615019 -8.190658 0.038 0.052 -0.007
H 0.114833 3.179894 3.030353 -0.054 0.040 -0.141
```
Positions in Å, forces in eV/Å.

The calculation puts the frontier orbital gap at 6.43 eV. The total charge is -1. The multiplicity is 1. The value obtained for the LUMO energy is 0.090 hartree.

***

Entry 4:
# C4H8N2O

One molecule with the formula C4H8N2O in a non-equilibrium geometry (ωB97M-V/def2-TZVPD, OMol25).

Geometry as XYZ:
```
15
Properties=species:S:1:pos:R:3:forces:R:3
H -0.980750 -1.462914 2.058086 -0.170 0.183 0.159
H 2.868293 0.147104 -0.893115 0.037 0.110 0.024
N 0.486228 -0.315116 1.141663 2.237 0.818 0.935
H -1.064352 -0.731106 -1.332589 0.025 0.240 0.879
H -0.394997 0.943998 -1.549436 -0.312 0.043 -0.078
H 2.750912 0.739311 0.795411 -0.147 -0.148 -0.117
H 0.427573 -0.516805 -2.116203 0.209 0.339 -0.356
O -2.987577 -0.579066 0.957130 0.097 0.210 0.523
C -0.187355 -0.093726 -1.320877 3.534 -0.297 0.517
H 2.058967 1.675019 -0.541147 -0.055 -0.132 -0.034
H -3.615833 0.125603 0.741805 0.291 -0.164 0.006
C -0.796112 -0.586421 1.439237 -2.026 -1.044 -1.458
C 2.236602 0.662222 -0.164382 0.216 -0.347 -0.451
N -1.730010 0.024285 0.792892 0.091 -0.022 0.750
C 0.928410 -0.032388 -0.008476 -4.026 0.211 -1.298
```
Positions in Å, forces in eV/Å.

The calculation puts the frontier orbital gap at 9.64 eV. The energy above the lowest of the compared OMol25 structures with the same formula, charge and spin comes out at 93.5 kcal per mole. The multiplicity is 1. The value obtained for the LUMO energy is 0.033 hartree.

***

Entry 5:
# Cl2O16P4Y3

Cl2O16P4Y3 as an isolated structure in a non-equilibrium geometry (ωB97M-V/def2-TZVPD, OMol25).

Geometry as XYZ:
```
25
Properties=species:S:1:pos:R:3:forces:R:3
O 0.834457 -0.772154 5.255607 -0.493 1.787 -0.609
P -3.072402 0.662898 -3.242795 -2.323 -4.272 1.975
Y -1.440821 2.722516 -2.593934 4.029 -1.986 0.646
O 0.141705 -2.691783 -0.505338 0.408 0.426 -1.502
Y 2.070743 -0.170763 1.543235 -1.403 -1.805 1.860
O 2.247024 0.937256 3.431483 -1.468 1.131 -0.529
O -1.038077 1.162024 -1.120613 -0.932 0.603 1.840
P -0.327051 -2.669297 1.036301 0.591 -0.136 1.155
O 0.367271 -1.602475 1.952459 0.063 0.273 -2.674
O 3.139970 0.060976 5.558934 0.505 -0.160 -0.308
O -3.074024 -0.599419 -2.313260 0.036 -0.064 0.066
P 2.063398 -0.255462 4.482408 1.363 -1.896 1.905
O 0.861646 2.433379 -1.587117 -0.508 0.736 -0.115
Y -0.970899 -1.101058 -1.587645 0.211 -0.620 3.584
O -1.523238 0.706854 -3.526005 -0.232 1.848 -1.753
O -1.769077 -2.163628 0.772541 -1.168 0.459 -0.892
Cl 0.633536 3.365990 -4.502819 -1.107 0.589 -0.080
O -4.121886 0.473969 -4.292929 0.548 0.834 -1.195
O 0.835756 1.605452 0.869134 -0.922 1.935 -0.135
O -0.048155 -4.031073 1.657280 -0.942 -0.079 -0.660
O -3.411700 1.935605 -2.352033 0.692 1.066 -1.028
O 0.900300 -0.152164 -0.640457 -0.341 0.481 -2.099
P 0.462099 1.351710 -0.578976 0.851 -1.172 0.375
O 2.309940 -1.400818 3.418890 2.056 0.112 -0.351
Cl 3.929494 0.191466 -1.134341 0.486 -0.089 0.524
```
Positions in Å, forces in eV/Å.

The calculation puts the frontier orbital gap at 1.45 eV. The total charge is -5. The multiplicity is 1. The value obtained for the LUMO energy is 0.310 hartree.